{"formula": "C47H95AgN4O9", "method": "the ωB97M-V functional and the def2-TZVPD basis", "orbital_gap_ev": [6.20, 5.12], "multiplicity": 3, "e_tot_ev": -78652.583, "e_homo_ev": [-6.06, -7.70], "symbols": ["O", "C", "H", "H", "H", "C", "H", "H", "H", "H", "H", "C", "H", "H", "H", "H", "H", "H", "C", "C", "H", "C", "H", "H", "C", "H", "O", "H", "C", "C", "C", "H", "H", "C", "H", "H", "H", "H", "N", "H", "H", "C", "C", "H", "H", "C", "O", "H", "C", "H", "H", "H", "H", "H", "C", "H", "H", "C", "C", "H", "H", "H", "C", "C", "H", "H", "H", "H", "H", "C", "H", "H", "C", "C", "H", "N", "H", "C", "H", "C", "H", "H", "H", "H", "C", "O", "C", "C", "H", "C", "C", "H", "H", "H", "H", "H", "C", "H", "H", "C", "C", "H", "C", "C", "H", "H", "H", "C", "H", "N", "H", "H", "H", "C", "H", "H", "H", "C", "C", "C", "H", "C", "H", "H", "H", "O", "H", "C", "H", "C", "O", "Ag", "H", "C", "H", "H", "H", "H", "H", "H", "O", "N", "C", "H", "H", "C", "H", "H", "H", "C", "H", "O", "H", "H", "O", "H"], "xyz": [[-14.0646, 24.4502, 22.5571], [-13.7945, 30.1289, 26.4641], [-19.4668, 30.0110, 26.5233], [-15.2056, 29.7884, 24.3318], [-17.7479, 27.1504, 24.1411], [-16.6257, 23.0413, 22.8377], [-6.0792, 34.4164, 21.7043], [-11.1857, 28.1776, 24.6305], [-11.8537, 29.9320, 18.2302], [-15.9589, 32.8344, 18.4781], [-7.8941, 29.2973, 20.0931], [-15.1482, 30.8734, 24.4188], [-14.3408, 33.2637, 16.5538], [-8.3925, 36.1785, 24.2156], [-13.3968, 26.8435, 21.2470], [-8.9756, 28.5198, 18.0734], [-14.0353, 30.0657, 19.5078], [-8.1177, 24.1896, 25.1242], [-16.6069, 27.1286, 22.2764], [-9.4805, 35.1536, 21.7168], [-11.2131, 32.9936, 24.6606], [-8.5919, 35.3520, 24.8977], [-14.6739, 27.9950, 20.9951], [-6.8526, 31.8257, 21.0333], [-9.4052, 34.1895, 24.2054], [-11.9100, 30.9032, 16.0966], [-8.0391, 32.2669, 24.6719], [-18.5051, 29.8020, 27.8175], [-10.2267, 34.8637, 22.9961], [-11.8928, 32.2267, 17.7511], [-17.6511, 25.1760, 23.4707], [-8.1569, 33.8229, 20.4740], [-9.5872, 24.7508, 23.5310], [-7.7702, 33.2256, 22.4099], [-10.1456, 35.6090, 20.9830], [-6.0785, 33.8493, 23.5327], [-14.3870, 31.2753, 23.7501], [-13.6589, 32.8931, 25.4682], [-13.3640, 32.3985, 17.8697], [-16.0092, 31.7808, 19.9750], [-10.4230, 30.8539, 18.8563], [-16.2772, 24.3923, 23.4706], [-10.7078, 28.7947, 23.8697], [-18.9566, 32.6257, 26.6503], [-15.8292, 22.3089, 22.9690], [-14.3936, 32.6240, 26.2272], [-13.8053, 33.5259, 17.3062], [-14.0559, 23.9168, 21.7590], [-7.3064, 31.8351, 22.0243], [-10.1437, 33.0543, 25.9348], [-13.4576, 34.4490, 19.7368], [-16.7889, 23.0930, 21.7612], [-13.4793, 26.7552, 23.8225], [-15.5554, 31.1370, 18.3584], [-15.5217, 31.9988, 19.0248], [-7.8360, 27.1023, 17.8872], [-7.6615, 34.7935, 25.0005], [-10.2530, 27.8480, 22.7940], [-15.6713, 24.2817, 24.8658], [-18.4122, 24.7142, 22.8418], [-10.5727, 35.8160, 23.3981], [-15.6078, 23.3350, 25.4023], [-7.0362, 28.9766, 17.4982], [-9.4750, 23.4844, 26.6204], [-13.9573, 30.9748, 21.0348], [-9.7156, 28.3617, 21.9968], [-10.9202, 34.3280, 17.5691], [-17.8624, 30.0458, 24.3039], [-16.4954, 28.2003, 22.4413], [-7.9898, 28.1055, 18.2846], [-10.4531, 26.0230, 25.4307], [-18.4762, 31.5992, 24.4631], [-10.0325, 24.1616, 24.3327], [-10.8342, 25.0022, 25.4000], [-14.3672, 33.6746, 21.0682], [-16.0964, 30.8771, 26.7383], [-15.2386, 33.3036, 26.3370], [-12.1197, 30.7054, 20.0148], [-14.6315, 24.5713, 25.0177], [-18.4077, 29.8618, 26.7335], [-16.8402, 27.0755, 21.2130], [-11.1525, 34.5149, 25.5013], [-16.2548, 32.5498, 23.7716], [-9.7834, 33.1571, 18.1450], [-8.9766, 23.5203, 25.1747], [-8.9856, 22.8228, 27.5715], [-7.5460, 28.3386, 19.7088], [-17.7356, 26.6341, 23.1812], [-6.8069, 35.2016, 23.1645], [-10.5312, 33.6944, 25.1422], [-16.4301, 31.4787, 23.8728], [-10.5071, 32.1287, 16.1030], [-11.9004, 25.0200, 25.1740], [-11.9052, 29.7235, 20.4367], [-14.2096, 29.1284, 26.3424], [-7.5537, 29.9291, 17.3843], [-14.8537, 31.1577, 25.9506], [-14.8423, 26.4651, 20.1919], [-12.5556, 29.4852, 23.0817], [-17.5074, 31.0872, 26.1644], [-15.2398, 26.5275, 22.4687], [-11.1779, 27.4104, 22.4185], [-13.6210, 30.9464, 19.9984], [-14.4744, 26.9293, 21.1069], [-13.5058, 30.2632, 27.5065], [-11.1246, 30.3852, 22.5351], [-11.1207, 33.9486, 19.0457], [-6.1177, 28.7247, 19.5544], [-18.6674, 26.8685, 22.6665], [-8.5937, 33.0512, 23.6749], [-9.6181, 27.0112, 23.0850], [-17.4310, 22.5655, 23.3974], [-8.6191, 22.5498, 24.8305], [-6.5824, 34.2625, 22.6589], [-11.1027, 34.3001, 22.6751], [-6.5752, 28.2934, 16.7849], [-14.3493, 28.1707, 23.4619], [-17.5687, 31.0308, 24.6665], [-11.5611, 31.9186, 16.2847], [-13.6506, 33.5140, 20.2627], [-12.6162, 33.2876, 20.5212], [-14.0007, 32.2196, 19.1934], [-15.0746, 27.0778, 24.6219], [-6.4521, 31.5159, 22.6214], [-11.7374, 31.3902, 20.7717], [-9.6477, 29.2742, 24.5860], [-8.1305, 31.1332, 21.8969], [-11.4880, 30.8796, 18.6257], [-17.7044, 32.5482, 27.7552], [-14.4998, 27.1170, 23.6967], [-5.2665, 28.6252, 20.4623], [-7.5577, 28.6208, 25.1840], [-12.8280, 30.2772, 25.9824], [-17.8769, 32.4798, 26.6811], [-18.1033, 24.9961, 24.4460], [-15.6572, 29.9058, 28.2659], [-18.0884, 28.9546, 26.2206], [-9.1366, 35.7060, 25.7730], [-9.4569, 32.9893, 21.3304], [-16.5134, 31.1402, 22.8400], [-10.4822, 24.3805, 26.6858], [-15.3495, 25.0265, 22.5618], [-10.8451, 33.4041, 18.1426], [-8.6952, 35.8497, 22.0114], [-11.9989, 32.7158, 15.6839], [-11.6043, 29.9161, 23.3941], [-10.6386, 23.3772, 23.8794], [-17.5120, 33.2878, 26.0470], [-13.8560, 32.6968, 27.1726], [-8.7562, 33.8224, 21.3845], [-11.7147, 30.7492, 24.0883], [-5.9614, 29.2853, 18.3724], [-8.3723, 31.4145, 24.3819], [-16.2311, 24.9135, 25.5554], [-16.0109, 30.7810, 28.0917], [-7.5749, 27.5312, 20.4405]], "mulliken_charge": [-0.376, -1.710, 0.421, -0.856, -0.475, -2.188, 0.334, 0.236, 0.498, 0.454, -0.595, 0.575, 0.385, 0.275, 0.323, 0.089, 0.581, 0.242, -1.118, -1.023, -0.126, -1.836, 0.323, 0.595, 1.399, 0.430, -0.594, 0.372, -1.226, 1.487, -1.855, 0.698, 0.256, 1.875, 0.465, 0.486, 0.441, 0.191, 0.237, 0.181, 0.237, 2.288, 0.745, 0.547, 0.463, -1.664, -0.490, 0.324, -2.023, 0.558, 0.398, 0.430, -0.044, 0.483, -1.755, 0.382, 0.383, -0.736, -1.360, 0.287, 0.584, 0.416, -0.446, 0.472, -0.375, 0.028, 0.511, 0.155, 0.083, -0.565, -0.060, 0.501, -0.409, 0.609, 0.412, 0.893, 0.271, 0.971, -0.038, -1.725, 0.598, 0.532, 0.679, 0.376, -0.574, -0.617, 0.833, 0.224, 0.378, -1.808, -1.104, 0.339, -0.193, 0.706, 0.462, 0.336, 1.576, 0.465, -0.716, 1.386, 1.605, -0.075, -1.123, -1.852, 0.587, -0.810, -0.014, 0.344, 0.489, 1.226, 0.201, 0.467, 0.349, -1.809, 0.127, 0.338, -0.684, -1.538, -1.827, -1.070, -0.222, 1.810, 0.350, 0.430, -1.123, -0.357, -0.094, -1.570, 0.376, -0.038, -0.646, -0.189, -0.063, -1.967, 0.577, 0.318, 0.328, 0.466, -0.094, 0.148, -0.389, 0.215, -1.393, 0.408, 0.452, 2.253, 0.294, 0.400, 0.398, -0.964, -0.538, -0.356, 0.289, 0.313, -0.569, 0.323]}